12 unconnected molecules or ions with the total composition C52H124N4O15, computed with wB97M-V/def2-TZVPD.

```
195
Properties=species:S:1:pos:R:3:forces:R:3
C -2.692343 -5.249280 -1.087403 1.1 1.8 -2.1
C -1.427333 -4.885480 -1.989413 -0.7 -1.0 0.5
O -0.322473 -5.599200 -1.524163 0.9 -0.5 0.0
O -2.554013 -4.643760 0.181387 -0.4 0.1 0.2
H -2.912033 -6.316160 -1.047463 0.4 -0.1 0.1
H -3.501753 -4.753760 -1.623513 -0.5 0.0 0.4
H -1.138133 -3.835470 -2.033553 -0.8 0.5 0.5
H -1.549343 -5.170840 -3.034293 -0.4 -0.3 0.0
H -0.300283 -5.504070 -0.569143 0.3 -0.2 0.2
H -1.865113 -5.095580 0.674227 0.1 -0.5 0.1
C 4.143927 1.525410 0.474767 0.3 -1.2 -1.3
C 4.336577 2.970320 0.015387 1.3 -0.5 0.6
O 3.881257 3.238560 -1.279073 -1.0 -0.3 -0.5
O 3.859957 1.412960 1.815717 -0.3 1.6 1.7
H 5.011937 0.870270 0.400967 0.6 0.4 -1.2
H 3.339477 0.999560 -0.039473 -0.2 0.4 -0.9
H 5.406837 3.166180 -0.049963 0.3 0.1 0.8
H 3.896377 3.599810 0.788727 -0.2 0.3 -0.1
H 4.078637 4.161590 -1.454153 -0.1 0.0 -0.1
H 3.713017 0.478990 1.982177 -0.4 -0.7 0.6
C 2.260557 2.749020 4.155257 0.0 -0.6 0.3
C 0.990187 1.840840 4.017937 1.0 -0.9 0.1
O 0.013277 2.525060 3.313097 -0.7 0.7 0.2
O 2.429937 3.358460 2.915627 -0.3 2.0 -0.7
H 3.199447 2.255050 4.405437 -0.2 -0.7 0.2
H 2.226637 3.589400 4.848607 -0.7 -0.2 0.3
H 0.515987 1.360330 4.873707 0.4 0.5 0.8
H 1.265287 0.982070 3.405617 0.5 -0.2 -0.2
H 0.441777 3.363570 3.126297 -0.5 0.7 -0.8
H 2.829127 2.779090 2.262487 0.2 -0.9 0.2
C 0.857157 -4.724490 1.714757 -0.8 0.7 1.0
C 0.107757 -5.858550 2.342717 0.8 0.4 0.0
O -0.510993 -6.498570 1.258917 -0.6 -1.4 -0.2
H 1.523757 -5.076980 0.927667 0.3 0.1 0.5
H 1.271667 -4.184900 2.566307 0.8 0.4 -0.5
H 0.108107 -4.068220 1.271677 0.1 0.3 -0.2
H -0.641503 -5.565710 3.078217 0.0 0.2 0.0
H 0.831067 -6.505870 2.838587 -0.1 -0.3 0.1
H -0.180853 -7.398910 1.303647 -0.5 -0.3 -0.6
C 2.850937 -1.209880 4.789137 0.3 -0.9 -0.1
C 3.560817 -1.803600 3.542307 -1.9 0.6 1.2
O 3.076057 -1.012400 2.489577 1.4 0.6 -1.7
H 3.195237 -0.195730 4.991777 0.5 -0.2 0.2
H 2.953037 -1.897980 5.628297 0.1 0.3 0.4
H 1.785177 -1.069430 4.608817 -0.1 -0.4 -0.3
H 3.247007 -2.825250 3.328177 0.2 -0.3 0.4
H 4.644027 -1.752380 3.652367 -0.1 0.2 -0.4
H 2.128087 -1.112590 2.375947 -0.6 -0.5 0.3
C -1.500533 -3.055830 4.596757 0.9 -0.7 0.2
C -2.539463 -3.281820 3.527157 -1.0 -0.9 1.2
O -2.085113 -2.927030 2.279817 1.1 1.1 -1.1
H -1.074073 -2.055750 4.674717 -0.5 0.2 0.0
H -0.639003 -3.701200 4.425407 0.2 0.0 -0.5
H -1.807183 -3.441830 5.568907 -0.5 0.5 0.1
H -3.484263 -2.792700 3.764247 -0.1 0.4 0.1
H -2.784453 -4.343300 3.490427 0.0 -0.4 0.3
H -2.576923 -3.355230 1.575287 -0.2 -0.1 -0.3
C -0.153253 -0.932270 -0.162033 -0.1 0.4 0.0
C 0.083737 -0.316280 1.205267 -1.4 -1.4 0.2
O 0.157747 -1.319680 2.231827 2.4 0.1 0.3
H -0.263133 -0.105280 -0.863543 -0.2 -0.1 -0.3
H -1.046243 -1.557240 -0.153423 -0.1 0.0 -0.1
H 0.684967 -1.524200 -0.529603 0.1 -0.1 0.2
H -0.781693 0.221070 1.593077 0.2 1.2 -0.9
H 1.003987 0.262400 1.125417 0.0 0.2 0.7
H -0.643863 -1.842860 2.304687 -0.6 -0.1 -0.5
C -3.265503 1.779680 3.352717 0.8 0.9 0.1
C -3.935003 0.502310 3.849347 1.7 1.1 -0.7
O -5.307633 0.689560 3.896487 -0.8 -0.5 0.5
H -2.175623 1.781410 3.369387 0.2 -0.5 0.2
H -3.512583 2.659900 3.946247 -0.4 -0.1 0.3
H -3.483083 2.074130 2.326047 -0.5 -0.4 -0.1
H -3.518933 0.235670 4.820887 -0.5 0.1 0.3
H -3.587653 -0.283840 3.178957 -0.4 -0.5 -0.2
H -5.599103 0.882960 3.002487 -0.2 -0.1 -0.3
C -4.671673 -1.421340 -0.933733 -0.7 0.0 0.1
C -4.719153 0.149940 -0.791633 0.1 -0.8 -0.5
C -4.559033 0.638870 -2.243553 0.3 1.5 -0.6
C -4.760153 2.185750 -2.484283 -1.9 -1.5 1.3
C -6.209443 2.563770 -1.925663 1.6 -1.1 0.5
C -6.510473 1.972100 -0.442383 -0.4 1.5 -0.6
N -6.074193 0.551700 -0.259313 0.7 1.5 -4.3
O -6.367163 0.115500 0.975387 0.2 -0.6 2.4
C -5.850733 2.974290 0.536497 -0.3 -0.5 -0.2
C -8.083753 2.095450 -0.178033 0.6 0.1 -0.8
C -3.515723 0.606890 0.032107 0.0 -0.5 0.8
H -3.886703 -1.846610 -1.559093 0.7 0.7 0.2
H -5.527493 -1.795370 -1.495653 -0.6 0.4 0.2
H -4.659503 -1.976930 0.003957 0.1 0.2 0.2
H -3.543053 0.413580 -2.567783 0.2 -0.2 0.2
H -5.179343 0.050390 -2.919573 -0.4 0.2 0.1
H -4.702433 2.459370 -3.537803 0.1 -0.2 0.0
H -4.006393 2.761500 -1.947203 0.1 0.0 0.1
H -6.977923 2.259650 -2.636343 0.0 -0.2 0.0
H -6.165733 3.652680 -1.903783 -0.7 0.1 0.4
H -4.790233 3.165990 0.373087 0.1 -0.3 0.1
H -6.337173 3.937400 0.381887 -0.2 0.0 0.3
H -6.055343 2.585490 1.534027 0.3 0.4 0.2
H -8.429123 2.540510 0.755107 0.7 -0.6 0.6
H -8.523163 2.827160 -0.855983 0.2 -0.1 -0.6
H -8.590943 1.148430 -0.362503 0.1 0.0 0.1
H -2.612413 0.056470 -0.230903 0.0 0.2 -0.6
H -3.622633 0.282920 1.067337 -0.4 0.3 0.2
H -3.316843 1.678480 0.016657 0.0 -0.1 -0.1
H -6.890963 -0.677190 0.838007 -0.2 -0.1 0.2
C -0.735363 7.836840 2.018667 1.0 0.2 -0.5
C -0.641763 6.369800 2.573827 -0.7 0.3 -0.4
C -2.101183 5.929440 2.847767 -0.5 -0.2 -1.5
C -2.880173 5.604750 1.491217 1.5 0.2 0.9
C -2.090433 4.476460 0.787697 -0.2 -0.3 0.4
C -0.640083 4.814550 0.417037 0.6 0.5 1.0
N 0.042857 5.350180 1.697497 -2.0 -0.1 -0.2
O 1.357487 5.784560 1.448297 0.0 0.0 -0.2
C 0.075637 3.491320 0.041487 0.7 0.4 0.1
C -0.597363 5.797080 -0.748533 0.5 0.1 -1.1
C 0.067807 6.366710 3.935367 0.9 0.0 -0.2
H -0.721063 8.613200 2.783617 -0.7 -0.3 0.6
H -1.549853 8.027150 1.319747 -0.3 -0.3 0.3
H 0.127637 8.205510 1.464207 0.5 -0.8 -0.3
H -2.120323 5.082710 3.533907 0.0 -0.3 -0.2
H -2.587163 6.744430 3.384147 0.0 0.1 -0.1
H -2.885963 6.491800 0.857807 0.2 0.1 0.0
H -3.942053 5.439660 1.673627 0.1 -0.6 0.1
H -2.547673 4.089040 -0.122763 -0.3 0.3 -0.2
H -2.023083 3.596960 1.428047 -0.1 0.0 0.4
H 0.388927 2.897480 0.900147 -0.6 0.1 0.3
H -0.528933 2.868440 -0.617763 -0.2 0.1 -0.1
H 1.030767 3.668980 -0.452753 0.0 0.3 -0.4
H -1.387933 6.546960 -0.776573 0.2 0.2 0.5
H 0.393287 6.220140 -0.915003 0.1 0.6 0.8
H -0.667003 5.352310 -1.741223 -0.6 -0.9 0.1
H 0.445847 5.383640 4.216027 -0.5 -0.3 -0.1
H -0.576883 6.718560 4.740767 0.0 0.1 -0.1
H 0.985257 6.955120 3.922437 -0.1 0.4 -0.1
H 1.787627 5.220200 2.094887 0.9 -0.2 0.0
C 3.661147 -3.836130 -0.282543 -1.0 -0.3 -1.1
C 4.698287 -3.289770 -1.293343 0.7 -0.2 0.6
C 5.472927 -2.065700 -0.546463 -2.0 -0.2 -1.4
C 6.603057 -2.401970 0.350757 0.4 -1.7 0.2
C 7.498747 -3.462240 -0.316153 -0.1 1.0 0.4
C 6.784227 -4.740540 -0.752403 -0.1 -0.1 -1.4
N 5.673857 -4.361270 -1.663223 1.4 2.2 0.4
O 5.122657 -5.440550 -2.353693 -0.9 -0.5 0.5
C 7.790927 -5.561670 -1.595353 0.1 0.0 0.3
C 6.462077 -5.600060 0.446077 -0.8 0.8 0.8
C 3.987867 -2.724180 -2.594713 -0.1 -1.2 1.9
H 4.042957 -4.107260 0.701737 0.0 0.6 0.0
H 3.138857 -4.728060 -0.628633 0.6 -0.5 -0.5
H 2.783857 -3.189250 -0.284453 0.2 0.7 0.8
H 5.648387 -1.331220 -1.332503 0.8 -0.1 -0.1
H 4.763627 -1.535780 0.089287 -0.7 -0.2 -0.1
H 6.217137 -2.876260 1.253087 -0.3 0.1 0.2
H 7.121397 -1.511670 0.706817 0.3 0.0 -0.3
H 8.248987 -3.786970 0.404807 0.4 0.2 -0.2
H 7.932857 -2.937960 -1.167493 0.4 -0.5 -0.2
H 7.538867 -6.620270 -1.658023 -0.4 0.0 -0.1
H 7.908097 -5.156810 -2.600573 0.1 0.1 0.0
H 8.754007 -5.567780 -1.084923 0.1 0.2 -0.1
H 5.920607 -6.505920 0.173417 0.4 -0.1 0.1
H 7.380017 -5.720370 1.021407 0.1 -0.8 -0.2
H 5.833027 -5.039450 1.137537 -0.3 -0.1 0.0
H 4.655307 -2.329400 -3.360723 0.1 0.1 0.3
H 3.268207 -2.006890 -2.200123 0.2 0.5 -0.4
H 3.373857 -3.522230 -3.012073 0.2 -0.1 -0.2
H 5.820217 -5.699890 -2.960123 0.0 0.1 -0.3
C 1.041507 2.667230 -4.838073 -0.4 -1.3 0.8
C 0.050047 1.401670 -4.855943 -0.1 1.5 -2.0
C -0.326193 1.269960 -6.372143 -0.8 0.0 -0.7
C -0.883883 -0.080670 -6.858013 0.8 -0.6 0.1
C -0.053233 -1.255800 -6.308423 -0.2 1.2 0.3
C 0.260927 -1.162440 -4.803583 -2.1 0.1 1.1
N 0.785837 0.199150 -4.453623 -0.3 -0.5 -2.7
O 1.143607 0.310570 -3.138143 0.4 -0.2 1.5
C -1.090093 -1.417570 -3.968973 -0.4 -0.1 -0.4
C 1.243217 -2.281460 -4.448643 -0.3 0.5 0.7
C -1.201583 1.781960 -4.045323 -0.3 -0.7 0.8
H 0.560497 3.511510 -5.331953 0.1 -0.1 0.0
H 2.002557 2.418450 -5.288173 -0.2 -0.1 -0.5
H 1.334757 2.960680 -3.830113 -0.5 0.1 0.3
H -1.110143 1.947120 -6.711223 -0.4 0.6 1.0
H 0.449137 1.684470 -7.016473 0.8 -0.8 0.1
H -0.824583 -0.167800 -7.942913 0.2 0.3 -0.2
H -1.955693 -0.182600 -6.687923 0.0 0.0 0.6
H 0.902577 -1.196960 -6.829063 0.1 -0.4 -0.1
H -0.562233 -2.196960 -6.516323 0.2 -0.1 0.0
H -1.979783 -0.937940 -4.377023 0.2 0.3 -0.6
H -1.417993 -2.456350 -3.930023 0.5 -0.4 -0.2
H -1.151773 -1.081070 -2.934053 0.9 0.1 0.1
H 1.312137 -2.301690 -3.361013 0.5 0.0 0.0
H 0.843557 -3.264110 -4.699173 -0.2 0.1 -0.4
H 2.219707 -2.163220 -4.918303 0.0 0.1 0.1
H -0.934173 1.716160 -2.990683 0.0 0.5 0.2
H -2.074773 1.132290 -4.105163 0.3 -0.5 -0.5
H -1.661553 2.738670 -4.292753 0.7 0.4 0.0
H 2.081477 0.499190 -3.218233 0.2 0.0 0.5
```
Forces are in eV/Å.

The charge is 0. Its max |F| is 4.66 eV/A. The total energy is -92598.3787 eV. As for the SMILES: CC1(C)CCCC(C)(C)N1O.CC1(C)CCCC(C)(C)N1O.CC1(C)CCCC(C)(C)N1O.CC1(C)CCCC(C)(C)N1O.OCCO.OCCO.OCCO.CCO.CCO.CCO.CCO.CCO.

These are the Löwdin partial charges, in e, on atoms 1 to 4: atom 1 (C): -0.18, atom 2 (C): -0.22, atom 3 (O): -0.07, atom 4 (O): -0.09